C16H53N3O11 | the ωB97M-V functional and the def2-TZVPD basis

Computed properties:
HOMO-LUMO gap (spin up / spin down)   0.306 / 0.092 Eh
Net charge   +1
Spin multiplicity   2
HOMO level (spin up / spin down)   -11.0 / -10.9 eV

Each line ends with the Löwdin spin population.
CARTESIAN COORDINATES (ANGSTROEM)
C: 9.4714 -15.5673 12.8942  0.002
C: 9.9961 -15.8319 14.4012  0.001
C: 10.1649 -17.2849 14.7650  0.000
O: 11.2485 -17.9140 13.9818  0.000
C: 11.4395 -19.2438 14.2978  0.000
N: 11.3308 -15.2155 14.4420  0.008
H: 10.0847 -15.7632 12.0146  0.000
H: 9.1548 -14.5327 12.7621  0.000
H: 8.7044 -16.3401 12.8421  0.000
H: 9.3547 -15.2854 15.0926  0.000
H: 9.1896 -17.7678 14.7042  0.000
H: 10.4879 -17.3232 15.8053  0.000
H: 12.3509 -19.3905 13.7181  0.000
H: 10.6406 -19.9076 13.9674  0.000
H: 11.5063 -19.4298 15.3697  0.000
H: 11.9039 -16.0255 14.2535  0.000
H: 11.3809 -14.5749 13.6628  0.000
C: 3.7930 -14.3436 10.6095  0.072
C: 3.7749 -15.0845 11.9281  0.068
C: 2.3678 -15.8319 12.0894  0.008
O: 2.4837 -16.4233 13.3568  0.034
C: 1.2230 -16.8989 13.8066  0.003
N: 4.7697 -16.1488 11.7675  0.640
H: 4.8258 -14.0792 10.3824  0.000
H: 3.3147 -13.3657 10.6648  0.015
H: 3.5297 -14.9236 9.7250  0.000
H: 4.0561 -14.5792 12.8521  0.005
H: 2.3200 -16.5690 11.2879  0.000
H: 1.5586 -15.1191 11.9307  0.000
H: 1.1094 -17.8169 13.2300  0.001
H: 0.4412 -16.1536 13.6605  0.002
H: 1.3202 -17.0295 14.8843  0.000
H: 4.5160 -16.7868 11.0267  0.015
H: 5.6803 -15.9150 11.3985  0.017
C: 7.1830 -17.8905 9.2827  0.000
C: 8.1878 -16.7707 9.5303  0.006
C: 9.3156 -16.2422 8.5502  0.006
O: 8.6753 -15.7707 7.3362  0.000
C: 9.5828 -15.1172 6.4348  0.000
N: 7.4335 -15.6540 10.0934  0.061
H: 6.2266 -17.6274 8.8310  0.000
H: 6.9119 -18.5232 10.1279  0.000
H: 7.5065 -18.6213 8.5416  0.000
H: 8.7071 -17.2454 10.3628  0.001
H: 9.9218 -17.0582 8.1568  0.001
H: 9.8741 -15.4195 8.9968  0.000
H: 9.5941 -14.0311 6.5253  0.000
H: 9.2411 -15.1704 5.4011  0.000
H: 10.6039 -15.4968 6.4730  0.000
H: 6.8356 -15.2170 9.4067  -0.001
H: 7.9816 -14.8523 10.3706  0.001
O: 6.3390 -18.8759 12.5952  0.006
H: 7.1267 -19.4036 12.4632  0.000
H: 6.6632 -17.9804 12.6906  0.001
O: 4.8149 -22.0042 12.1381  0.000
H: 4.4654 -21.1137 12.1694  0.000
H: 4.9400 -22.1802 11.2056  0.000
O: 8.7494 -19.4569 11.6786  0.000
H: 8.8132 -20.4100 11.7390  0.000
H: 9.3862 -19.2159 11.0057  0.000
O: 3.4840 -19.0443 13.2701  0.003
H: 3.1092 -18.2273 12.9410  0.000
H: 4.4306 -18.9089 13.2264  0.000
C: 6.8688 -20.8063 15.4915  0.000
C: 8.0244 -21.7907 15.5521  0.000
O: 8.5287 -22.0145 14.2701  0.000
O: 5.7260 -21.3384 14.8769  0.000
H: 7.0161 -19.8318 15.0261  0.000
H: 6.5752 -20.5898 16.5187  0.000
H: 7.7044 -22.7217 16.0200  0.000
H: 8.8349 -21.4172 16.1780  0.000
H: 7.8138 -22.3487 13.7235  0.000
H: 5.5889 -20.9122 14.0277  0.000
C: 6.3481 -16.7895 16.9819  0.001
C: 5.6021 -16.0392 15.8493  0.001
O: 5.1232 -17.0901 15.0225  0.015
O: 7.4154 -17.5244 16.4428  0.000
H: 5.6406 -17.4398 17.4963  0.000
H: 6.9173 -16.1636 17.6692  0.000
H: 6.2889 -15.3375 15.3760  0.001
H: 4.6959 -15.5276 16.1734  0.000
H: 4.8713 -16.7451 14.1628  0.004
H: 7.1559 -17.8495 15.5777  0.000

---

C4H8O2 | the ωB97M-V functional and the def2-TZVPD basis

Computed properties:
HOMO-LUMO gap   0.398 Eh
ΔE to the lowest compared entry with this formula, charge and spin   2.9402 eV
Structure (SMILES)   CC(=O)[C@H]1CO1.[H][H]
HOMO level   -10.0 eV

Each line ends with the Löwdin charge.
CARTESIAN COORDINATES (ANGSTROEM)
C: 0.8405 1.3222 -1.5231  -0.010
C: -0.0002 0.6554 -0.4621  -0.400
O: -0.7824 1.2595 0.2366  0.074
C: 0.2213 -0.8267 -0.2825  -0.237
C: 0.4234 -1.3327 1.0847  -0.098
O: -0.7924 -1.5343 0.3998  -0.033
H: 0.5447 0.9628 -2.5159  0.091
H: 0.7062 2.4038 -1.4727  0.086
H: 1.8989 1.0692 -1.3885  0.090
H: 0.6820 -1.3605 -1.1156  0.148
H: 0.3757 -0.6236 1.9107  0.120
H: 1.0375 -2.2198 1.2366  0.115
H: -2.8170 0.1713 2.3142  0.039
H: -2.3537 0.1432 1.7312  0.014

---

C24H52N3O14 | the ωB97M-V functional and the def2-TZVPD basis

Computed properties:
HOMO-LUMO gap   0.222 Eh
Net charge   -1
HOMO level   -6.2 eV

Each line ends with the Löwdin charge.
CARTESIAN COORDINATES (ANGSTROEM)
C: 0.0807 0.1479 0.5898  0.020
C: -1.3593 0.2589 1.0558  -0.283
O: -1.7593 1.4699 1.3708  0.018
N: -2.3223 -0.8191 1.1738  0.038
H: -2.8043 -0.7181 0.2578  0.124
H: -2.0723 -1.9041 1.1838  0.156
C: -3.4043 -0.6441 2.0668  -0.042
H: 0.1157 0.1729 -0.4122  0.013
H: 0.7297 -0.8201 1.0798  0.157
H: 0.7087 1.0189 1.0078  0.096
H: -2.9943 -0.6071 3.0428  0.079
H: -4.1723 -1.4101 1.8988  0.115
H: -3.8893 0.2999 1.8058  0.088
N: -4.2023 -1.4541 -1.6342  -0.565
O: -4.5743 -2.1211 -0.6272  -0.036
O: -2.9593 -1.2531 -1.6982  -0.087
O: -4.8213 -1.3421 -2.7152  -0.051
N: -0.9883 -3.8971 1.0388  -0.564
O: -2.1703 -3.5891 0.5558  -0.090
O: -0.3843 -2.9641 1.5968  -0.097
O: -0.3733 -4.8261 0.5818  0.018
C: -1.0533 1.4119 5.0868  -0.105
C: 0.1697 0.6159 5.2548  -0.410
C: -0.1303 -0.9381 5.4968  0.002
O: 0.7937 0.6869 3.9018  -0.102
H: -1.7093 1.1309 5.9818  0.103
H: -1.8233 1.1839 4.2468  0.094
H: -0.6033 2.4199 4.8348  0.100
H: 0.7977 1.2659 5.8628  0.133
H: -0.6393 -0.9931 6.3788  0.037
H: 0.7327 -1.4661 5.2528  0.033
H: -0.6503 -1.4731 4.6438  0.107
H: 0.9747 1.6079 3.7148  0.066
C: 2.2897 -1.6781 -4.6252  -0.088
C: 1.5977 -1.7241 -3.3072  -0.613
C: 2.2927 -2.6361 -2.2912  -0.064
O: 1.3617 -0.4371 -2.9552  -0.041
H: 3.4697 -1.2601 -4.5232  0.143
H: 1.7557 -0.9241 -5.3592  0.114
H: 2.2967 -2.6741 -4.7612  0.013
H: 0.5387 -2.3381 -3.5062  0.196
H: 1.8277 -2.3421 -1.2802  0.087
H: 3.4757 -2.2811 -2.1622  0.121
H: 2.1957 -3.7161 -2.5422  0.081
H: 0.5577 -0.2291 -3.3772  0.020
C: -1.3603 1.8459 -2.9452  0.002
C: -1.4153 1.4089 -4.4752  -0.463
C: -0.3703 1.8169 -5.3982  -0.041
O: -1.4383 -0.0211 -4.2802  -0.088
H: -2.0513 2.7719 -2.7682  0.086
H: -0.5043 2.1639 -2.8192  -0.036
H: -1.8383 1.0359 -2.2162  0.121
H: -2.5073 1.5799 -4.8892  0.145
H: -0.4933 1.3449 -6.3172  0.067
H: 0.4427 1.3589 -4.8242  0.074
H: -0.1323 2.9229 -5.3442  0.121
H: -2.2513 -0.2191 -3.8202  0.053
C: 4.9657 0.5289 0.2158  -0.036
C: 3.6507 1.1899 0.6058  -0.460
C: 3.9977 2.3329 1.6018  -0.048
O: 3.2137 1.8999 -0.5302  -0.057
H: 5.3137 -0.0621 1.0248  0.050
H: 5.6727 1.2119 -0.0232  0.042
H: 4.8537 -0.2451 -0.6212  0.105
H: 2.8137 0.7419 0.9178  0.063
H: 3.0787 2.7569 2.0208  0.061
H: 4.5867 3.2059 1.2618  0.083
H: 4.5817 1.7599 2.4158  0.103
H: 2.6857 1.3339 -1.0722  0.061
C: 4.8327 -2.7261 3.0748  -0.056
C: 3.3507 -2.3331 2.8288  -0.361
C: 2.3957 -3.4721 3.3918  -0.027
O: 3.1877 -1.1951 3.7058  0.021
H: 5.6267 -2.3891 2.3508  0.085
H: 5.0187 -3.7461 2.9718  0.039
H: 5.0517 -2.5391 4.0788  0.056
H: 3.2297 -2.1141 1.8108  0.106
H: 2.5317 -3.6771 4.4168  0.060
H: 2.5837 -4.4521 2.8608  0.099
H: 1.4457 -3.2031 3.0488  0.013
H: 2.4737 -0.8361 3.6798  -0.125
C: -4.0873 4.7669 -2.3392  0.042
C: -4.3383 3.9309 -1.0572  0.111
C: -4.7023 2.4259 -1.1512  -0.386
O: -4.8253 1.6949 -0.1832  0.083
C: -5.0663 1.9489 -2.5542  0.077
C: -4.6653 2.7159 -3.7642  0.036
C: -4.2223 4.1479 -3.6342  -0.490
O: -3.9973 4.7269 -4.6882  0.070
H: -3.7223 5.9019 -2.2562  0.147
H: -4.3013 4.2799 -0.0722  0.068
H: -5.4023 0.8599 -2.6772  0.108
H: -4.7963 2.4089 -4.7492  0.078

---

C8Cl5FeO5 | the ωB97M-V functional and the def2-TZVPD basis

Computed properties:
HOMO-LUMO gap (spin up / spin down)   0.238 / 0.228 Eh
Net charge   -1
Spin multiplicity   5
HOMO level (spin up / spin down)   -4.5 / -4.5 eV

Each line ends with the Löwdin spin population.
CARTESIAN COORDINATES (ANGSTROEM)
Fe: -1.1354 -0.4107 -2.0292  3.723
O: -4.7195 1.6086 -2.1361  0.011
C: -3.5998 1.1803 -2.2792  0.007
O: -3.1630 0.0473 -2.5742  0.063
C: -2.3435 2.2851 -2.0851  0.009
O: -2.6437 3.4522 -2.0391  0.016
O: -1.2377 1.7026 -2.0201  0.088
Cl: 4.3332 -0.6641 2.6351  0.001
C: 2.7972 -0.7609 1.8716  0.002
C: 2.7055 -0.8477 0.4859  0.000
Cl: 4.1356 -0.8553 -0.4618  0.001
C: 1.4691 -0.9091 -0.1247  0.001
Cl: 1.3333 -0.9520 -1.8501  0.024
C: 0.2442 -0.8975 0.6055  0.004
O: -0.8890 -0.9312 0.0378  0.048
C: 0.3910 -0.8387 2.0233  0.003
Cl: -1.0420 -0.8345 2.9725  0.001
C: 1.6270 -0.7517 2.6308  0.000
Cl: 1.7375 -0.6226 4.3370  0.000

---

C34H31N7O4ReS2 | the ωB97M-V functional and the def2-TZVPD basis

Computed properties:
HOMO-LUMO gap (spin up / spin down)   0.212 / 0.209 Eh
Net charge   +2
ΔE to the lowest compared entry with this formula, charge and spin   0.0000 eV
Spin multiplicity   2
HOMO level (spin up / spin down)   -12.6 / -12.6 eV

Each line ends with the Löwdin spin population.
CARTESIAN COORDINATES (ANGSTROEM)
Re: 0.3303 -0.0301 -0.5315  0.749
N: -2.3422 2.2736 -3.1112  0.015
C: -1.4293 1.4320 -2.6678  0.014
N: -1.1038 1.2975 -1.4014  0.002
C: -1.6804 2.1906 -0.4794  -0.001
N: -1.2024 2.2825 0.7180  0.000
N: -0.1371 1.4265 0.8726  0.000
C: 0.5768 1.5264 1.9333  0.017
C: 1.6847 0.6025 2.0414  0.003
C: 2.5083 0.5367 3.1461  0.002
C: 3.5201 -0.4161 3.1695  0.001
C: 3.6644 -1.2629 2.0887  0.004
C: 2.8121 -1.1342 1.0003  0.001
N: 1.8415 -0.2168 0.9663  0.008
C: -2.7860 3.0304 -0.8971  0.001
C: -3.5156 3.8131 0.0028  0.001
C: -4.5370 4.6098 -0.4658  0.002
C: -4.8382 4.6472 -1.8297  -0.001
C: -4.1268 3.8847 -2.7348  0.002
C: -3.1065 3.0774 -2.2528  -0.001
H: -2.5117 2.3134 -4.1063  0.000
H: -0.9140 0.8240 -3.4015  0.001
H: 0.3421 2.2642 2.6912  0.001
H: 2.3524 1.2118 3.9758  0.000
H: 4.1771 -0.4928 4.0248  0.000
H: 4.4329 -2.0220 2.0680  0.000
H: 2.8961 -1.7742 0.1354  0.000
H: -3.2689 3.7798 1.0542  0.000
H: -5.1093 5.2129 0.2246  0.000
H: -5.6393 5.2814 -2.1838  0.000
H: -4.3587 3.9124 -3.7917  0.000
O: -1.3518 -1.6965 3.2747  -0.002
C: -2.1259 -2.6619 2.7250  -0.002
C: -2.8446 -3.4638 3.6097  0.001
C: -3.6580 -4.4676 3.1324  -0.002
C: -3.7768 -4.7028 1.7608  0.000
C: -3.0678 -3.9202 0.8830  -0.002
C: -2.2326 -2.8868 1.3415  -0.001
C: -1.5008 -2.1004 0.3578  -0.007
O: -0.7290 -1.1030 0.7867  0.081
N: -1.5640 -2.3400 -0.9098  0.014
N: -0.7366 -1.4747 -1.6399  -0.016
C: -0.7179 -1.8161 -2.9031  0.044
S: 0.3683 -1.1372 -4.0828  0.024
C: -0.5755 -1.7526 -5.5055  0.003
C: -1.0582 -3.1397 -5.1369  0.003
S: -1.7617 -3.0786 -3.4667  0.028
H: -0.9348 -1.2079 2.5475  0.000
H: -2.7464 -3.2715 4.6690  0.000
H: -4.2101 -5.0793 3.8335  0.000
H: -4.4179 -5.4915 1.3945  0.000
H: -3.1413 -4.0884 -0.1826  0.000
H: 0.1075 -1.7668 -6.3538  0.000
H: -1.4055 -1.0817 -5.7239  0.000
H: -0.2408 -3.8598 -5.1497  0.001
H: -1.8427 -3.4820 -5.8104  0.000
C: 6.9929 0.6970 -5.4015  0.000
C: 5.8078 0.5309 -4.5005  0.000
C: 5.2878 1.6079 -3.7912  0.000
C: 4.1954 1.4830 -2.9524  0.000
C: 3.7586 2.7253 -2.2189  0.000
C: 3.5894 0.2054 -2.8118  0.000
C: 4.1351 -0.9178 -3.4881  0.000
C: 3.6804 -2.3531 -3.3664  0.001
C: 5.2211 -0.7153 -4.3241  0.000
C: 2.3707 0.1057 -2.0266  0.004
O: 1.8232 -1.0011 -1.6194  0.007
O: 1.6856 1.1202 -1.6442  0.001
H: 7.2040 1.7466 -5.5946  0.000
H: 6.8315 0.1935 -6.3545  0.000
H: 7.8796 0.2528 -4.9453  0.000
H: 5.7591 2.5780 -3.8898  0.000
H: 4.5715 3.4483 -2.2329  0.000
H: 3.4983 2.5251 -1.1821  0.000
H: 2.8880 3.1864 -2.6868  0.000
H: 2.7283 -2.4937 -2.8777  0.000
H: 4.4342 -2.9073 -2.8019  0.000
H: 3.6354 -2.8090 -4.3556  0.000
H: 5.6317 -1.5703 -4.8495  0.000